This record from the OMol25 dataset describes a molecular structure, C61H43BCoF4GeN4. The level of theory is ωB97M-V/def2-TZVPD.

Calculated values
E_LUMO (alpha / beta), eV: 1.3 / 1.3
Orbital gap (alpha / beta), eV: 5.72 / 5.72
Strongest force on any atom, eV/Å: 0.31
Electronic energy, hartree: -6453.78815

Geometry as ORCA input:
```
! RIJCOSX wB97M-V def2-TZVPD def2/J DEFGRID3
* xyz -1 1
Co -0.04853 0.84448 -0.17788
C -4.27337 5.17956 4.10103
C -2.92935 5.25242 3.76916
C -2.31276 4.20248 3.10668
C -3.01728 3.04021 2.77075
C -4.37634 2.99701 3.08687
C -4.99311 4.04654 3.74848
C -2.26931 1.99693 2.02186
C -0.98259 1.70623 2.44960
C -0.53569 1.86828 3.82397
C 0.68084 1.30458 3.91452
C 1.04013 0.87739 2.57605
C 2.33812 0.60520 2.18386
C 3.37355 0.48226 3.24807
C 3.38336 -0.60763 4.11304
C 4.32558 -0.70017 5.12771
C 5.27123 0.30051 5.29400
C 5.26225 1.39989 4.44590
C 4.31810 1.49084 3.43488
C 2.72559 0.69151 0.84170
N 1.88442 0.89660 -0.19648
C 2.66581 1.13247 -1.29966
C 2.20629 1.32534 -2.58110
C 3.19457 1.70284 -3.62900
C 3.69454 3.00235 -3.64000
C 4.63669 3.37591 -4.58854
C 5.08705 2.45836 -5.52762
C 4.58671 1.16345 -5.52202
C 3.64242 0.78878 -4.57735
C 0.86909 1.13868 -2.96026
C 0.40896 1.07119 -4.31224
C -0.87768 0.63175 -4.26479
C -1.21935 0.50485 -2.88234
N -0.13851 0.82087 -2.10978
C -2.45151 0.07985 -2.36245
C -2.80003 0.28185 -1.03932
C -4.14995 0.26723 -0.54353
C -4.14451 0.97166 0.61076
C -2.77624 1.34803 0.87389
N -1.98634 0.89956 -0.12256
C -3.45910 -0.56164 -3.24870
C -3.89358 -1.85300 -2.94981
C -4.83134 -2.48708 -3.75099
C -5.35251 -1.83785 -4.86083
C -4.93860 -0.54670 -5.15677
C -4.00047 0.08759 -4.35589
C 4.05815 1.06013 -0.92493
C 4.09677 0.74942 0.38611
N -0.01569 1.06101 1.73573
H -4.76086 6.00292 4.60723
H -2.35596 6.14201 3.99541
H -1.28496 4.31217 2.78404
H -4.97234 2.12960 2.84459
H -6.04644 3.97408 3.98939
H -1.11903 2.31654 4.61071
H 1.31300 1.22218 4.78285
H 2.64057 -1.38268 3.98458
H 4.32021 -1.55812 5.78856
H 6.00690 0.22893 6.08522
H 5.98595 2.19421 4.57765
H 4.29722 2.35466 2.78162
H 3.32175 3.70837 -2.90781
H 5.01652 4.38976 -4.59410
H 5.82514 2.75177 -6.26380
H 4.93449 0.44307 -6.25193
H 3.24729 -0.22015 -4.56630
H 0.99563 1.31187 -5.18286
H -1.53075 0.43663 -5.09702
H -4.99741 -0.17602 -1.03911
H -4.99438 1.15075 1.24383
H -3.48529 -2.35882 -2.08254
H -5.15156 -3.49187 -3.50559
H -6.08172 -2.33305 -5.48962
H -5.35398 -0.02454 -6.00950
H -3.70596 1.10696 -4.56823
H 4.88684 1.20750 -1.59808
H 4.96342 0.58673 1.00456
F 1.08521 4.79914 0.72070
B 0.56018 4.31995 -0.48438
F -0.43029 5.16469 -0.96750
F 1.58087 4.15064 -1.43260
F -0.02721 3.02854 -0.21826
C -0.08605 -2.24640 -2.10288
Ge 0.05940 -1.51241 -0.27126
C 1.76633 -2.29886 0.31269
C 1.92587 -2.86258 1.57611
C 3.12252 -3.46130 1.94862
C 4.18833 -3.49672 1.06165
C 4.04690 -2.94045 -0.20182
C 2.84490 -2.35393 -0.57037
C -1.31983 -2.38389 0.87582
C -1.99028 -1.62500 1.79994
C -3.08392 -2.12588 2.54334
C -3.52158 -3.39865 2.34568
C -2.84045 -4.25131 1.44094
C -3.24893 -5.59666 1.25998
C -2.55832 -6.43689 0.43687
C -1.40827 -5.96876 -0.23323
C -1.00475 -4.67207 -0.08856
C -1.71846 -3.75601 0.72935
H 0.50528 -3.16008 -2.16327
H 0.29647 -1.54578 -2.84119
H -1.11720 -2.48451 -2.35911
H 1.09559 -2.84404 2.27557
H 3.22713 -3.89476 2.93644
H 5.12421 -3.95729 1.35397
H 4.87623 -2.95745 -0.89904
H 2.75504 -1.91557 -1.55914
H -1.69305 -0.59933 1.96193
H -3.58282 -1.47589 3.25216
H -4.38004 -3.78455 2.88412
H -4.11831 -5.94972 1.80318
H -2.87829 -7.46368 0.31009
H -0.83748 -6.64363 -0.85874
H -0.10563 -4.33641 -0.58134
*
```


This record from the OMol25 dataset describes a molecular structure, C61H46FFeGeIO2P3. The level of theory is ωB97M-V/def2-TZVPD.

Calculated values
ΔE to the lowest compared entry with this formula, charge and spin, kcal/mol: 7.6
E_LUMO (alpha / beta), eV: -5.4 / -9.2
Orbital gap (alpha / beta), eV: 7.13 / 3.84
Strongest force on any atom, eV/Å: 0.60
Electronic energy, hartree: -7264.41760

Geometry as ORCA input:
```
! RIJCOSX wB97M-V def2-TZVPD def2/J DEFGRID3
* xyz 2 6
Fe -0.00213 -0.19473 -0.19185
F 3.63966 2.03856 2.68143
Ge 2.13761 1.38539 2.02064
C 1.51314 3.03191 1.10118
C 2.07224 4.12223 1.79024
C 1.75456 5.43023 1.46495
C 0.88211 5.69620 0.42483
C 0.32302 4.64248 -0.26730
C 0.60322 3.31428 0.06865
P -0.17840 2.07454 -1.00061
C 0.57301 2.48575 -2.61401
C 1.93747 2.22924 -2.72401
C 2.63086 2.53755 -3.88121
C 1.96263 3.12907 -4.94472
C 0.61146 3.42051 -4.83259
C -0.08556 3.10263 -3.67409
C -1.93842 2.53987 -1.12532
C -2.57049 3.31724 -0.15835
C -3.92836 3.59199 -0.25222
C -4.66916 3.09531 -1.31366
C -4.04924 2.31231 -2.27940
C -2.69497 2.02900 -2.18212
C 1.04489 1.13522 3.61065
C 1.35273 1.82483 4.78252
C 0.67217 1.55655 5.95960
C -0.32595 0.59115 5.98410
C -0.65347 -0.09186 4.82687
C 0.02703 0.17867 3.63760
P -0.51434 -0.69966 2.13489
C -0.17787 -2.45972 2.38449
C -0.76587 -3.37703 1.51107
C -0.52340 -4.73212 1.66247
C 0.33400 -5.17573 2.66174
C 0.94115 -4.26436 3.51364
C 0.68087 -2.90695 3.38407
C -2.32872 -0.51489 2.26927
C -3.18421 -1.54339 2.64532
C -4.53577 -1.28190 2.84574
C -5.03359 0.00060 2.66720
C -4.18250 1.02792 2.27294
C -2.83659 0.76901 2.07584
C 2.88417 -0.43930 1.77388
C 3.50617 -0.79359 2.97955
C 4.24943 -1.95500 3.08259
C 4.41557 -2.77894 1.97682
C 3.81545 -2.44267 0.78091
C 3.01981 -1.29596 0.67832
P 2.30925 -0.81604 -0.91032
C 3.82273 -0.39763 -1.84804
C 4.62272 0.61013 -1.30307
C 5.82163 0.95260 -1.90124
C 6.23291 0.29046 -3.05302
C 5.44333 -0.71118 -3.59264
C 4.23684 -1.05924 -2.99494
C 1.58619 -2.28904 -1.71092
C 1.04954 -2.09790 -2.98770
C 0.45452 -3.14947 -3.66349
C 0.37308 -4.39980 -3.06573
C 0.86429 -4.58731 -1.78185
C 1.46704 -3.53796 -1.10227
H 2.78518 3.95090 2.57901
H 2.20631 6.24131 2.01941
H 0.64661 6.71497 0.14901
H -0.34011 4.85061 -1.09860
H 2.47610 1.81441 -1.88205
H 3.68926 2.32109 -3.94580
H 2.49612 3.37494 -5.85228
H 0.09243 3.90362 -5.64911
H -1.13422 3.35327 -3.61099
H -2.00210 3.72985 0.66614
H -4.40130 4.21623 0.49417
H -5.71981 3.33735 -1.39978
H -4.61368 1.93789 -3.12401
H -2.22437 1.42548 -2.94685
H 2.14862 2.55875 4.77932
H 0.92492 2.09376 6.86378
H -0.85213 0.37652 6.90402
H -1.44579 -0.83024 4.84978
H -1.41566 -3.03064 0.71337
H -0.99550 -5.44147 0.99641
H 0.52700 -6.23361 2.77770
H 1.61013 -4.60980 4.28995
H 1.14605 -2.20122 4.05974
H -2.80206 -2.54266 2.80746
H -5.19309 -2.08086 3.16202
H -6.07942 0.20620 2.85232
H -4.56558 2.02976 2.13542
H -2.16928 1.57648 1.79422
H 3.42901 -0.14476 3.84151
H 4.72293 -2.20536 4.02253
H 5.02519 -3.66949 2.04645
H 3.97373 -3.06520 -0.09034
H 4.32372 1.12059 -0.39240
H 6.43705 1.72873 -1.46763
H 7.17129 0.55227 -3.52166
H 5.76410 -1.23398 -4.48321
H 3.64041 -1.84932 -3.43048
H 1.08225 -1.11724 -3.45094
H 0.04963 -2.98987 -4.65338
H -0.07893 -5.22598 -3.59796
H 0.78665 -5.55623 -1.30742
H 1.83074 -3.69691 -0.09667
I -8.35281 -1.92339 -2.04517
C -6.36910 -1.67591 -2.06080
C -5.64206 -1.95528 -3.25127
C -4.28953 -1.77968 -3.24300
C -3.63489 -1.33723 -2.06725
C -4.35999 -1.06276 -0.89075
C -5.71630 -1.22651 -0.87835
C -2.13221 -1.12113 -2.14237
O -1.63150 -1.07607 -3.25137
O -1.54155 -0.99877 -1.01390
H -6.15867 -2.29876 -4.13571
H -3.68891 -1.96804 -4.12087
H -3.83119 -0.71785 -0.01118
H -6.29326 -1.01892 0.01251
*
```


This record from the OMol25 dataset describes a molecular structure, C61H46N6SiY in a non-equilibrium geometry. The level of theory is ωB97M-V/def2-TZVPD.

Calculated values
ΔE to the lowest compared entry with this formula, charge and spin, kcal/mol: 0.0
E_LUMO, eV: 1.2
Orbital gap, eV: 5.40
Strongest force on any atom, eV/Å: 2.10
Electronic energy, hartree: -3008.62758

Geometry as ORCA input:
```
! RIJCOSX wB97M-V def2-TZVPD def2/J DEFGRID3
* xyz -1 1
Y 15.44638 14.58436 13.67784
C 13.74226 22.37534 12.71274
C 14.78608 21.67448 12.10268
C 14.98463 20.33353 12.40008
C 14.13998 19.67193 13.29338
C 13.09153 20.37629 13.88466
C 12.90183 21.71907 13.60318
C 14.36294 18.23228 13.61486
C 15.39059 17.94497 14.48380
C 16.11733 18.95000 15.23469
C 17.06952 18.30322 15.93941
C 16.92997 16.88623 15.61513
N 15.91085 16.69278 14.76511
C 17.66525 15.80964 16.20207
C 17.00041 14.60571 16.54090
C 17.36798 13.77667 17.68863
C 16.41963 12.82884 17.77431
C 15.51180 13.01542 16.64387
C 14.46177 12.17214 16.34062
C 14.30904 10.96182 17.18165
C 15.18919 9.88279 17.03717
C 15.04670 8.75120 17.82499
C 14.02998 8.68010 18.77293
C 13.13598 9.73833 18.90678
C 13.28084 10.87485 18.12018
C 13.53028 12.34472 15.28151
N 13.52701 13.36973 14.42712
C 12.46480 13.18138 13.57562
C 12.04018 14.10103 12.62578
C 11.00004 13.66128 11.66568
C 11.34855 13.38802 10.33994
C 10.38213 12.96499 9.43624
C 9.05089 12.82606 9.84619
C 8.70570 13.11028 11.16061
C 9.67123 13.53471 12.06469
C 12.48156 15.43539 12.52030
C 11.87211 16.44584 11.70639
C 12.51121 17.61140 12.02135
C 13.50264 17.28469 12.99262
N 13.48601 15.96387 13.26733
C 11.83142 11.91789 13.86809
C 12.47781 11.41177 14.96344
N 15.89352 14.13205 15.95375
C 19.12930 15.85952 16.41230
C 19.88918 17.03984 16.49377
C 21.26664 17.00599 16.58298
C 21.94866 15.79173 16.58534
C 21.22736 14.61240 16.47445
C 19.84772 14.64373 16.37129
H 13.57863 23.42008 12.49655
H 15.45714 22.16938 11.41214
H 15.79387 19.78062 11.94347
H 12.41512 19.83605 14.53989
H 12.09418 22.26531 14.07592
H 15.88655 19.99498 15.28036
H 17.73670 18.73377 16.65646
H 18.18152 13.95464 18.36627
H 16.32795 12.05417 18.51949
H 15.97494 9.96016 16.29753
H 15.72078 7.91831 17.68000
H 13.91758 7.79163 19.36925
H 12.32716 9.67106 19.61903
H 12.59316 11.70390 18.20220
H 12.37576 13.50747 10.03659
H 10.65175 12.73916 8.41582
H 8.30275 12.49416 9.13782
H 7.67941 13.00526 11.48419
H 9.40639 13.80553 13.07514
H 11.06014 16.29556 11.01557
H 12.29285 18.58663 11.62234
H 11.00813 11.48605 13.34057
H 12.25995 10.48998 15.47733
H 19.40940 17.99551 16.42127
H 21.81195 17.93716 16.62507
H 23.02848 15.77296 16.64643
H 21.74504 13.66129 16.40066
H 19.31351 13.73058 16.18731
C 20.51257 17.98497 12.93445
C 21.11017 16.75829 13.22535
C 20.33287 15.62233 13.32805
C 18.95081 15.71353 13.12672
C 18.36680 16.93072 12.77882
C 19.14530 18.06419 12.69578
N 18.05022 14.59662 13.29839
N 18.67106 13.51445 13.57367
C 17.85418 12.34149 13.65065
C 18.59908 11.17795 13.80526
C 17.94122 9.96813 13.79056
C 16.56033 9.93333 13.56425
C 15.84868 11.12294 13.41422
C 16.46513 12.37368 13.43832
H 21.12184 18.87895 12.86970
H 22.18029 16.69739 13.38479
H 20.75522 14.65899 13.57784
H 17.30147 16.93228 12.60034
H 18.69413 19.02506 12.44676
H 19.66419 11.27571 13.96932
H 18.49279 9.03765 13.93360
H 16.05350 8.98186 13.48413
H 14.77764 11.06310 13.24467
C 14.10483 15.67606 7.65052
Si 15.45852 14.59088 8.28849
C 17.08841 15.20162 7.66323
C 15.18127 12.85806 7.67098
C 15.45407 14.61538 10.02578
C 15.48817 14.66147 11.24150
H 14.07213 15.68036 6.55679
H 14.21767 16.70090 7.99111
H 13.14530 15.30195 8.00822
H 17.09873 15.18457 6.57077
H 17.90842 14.56942 8.02048
H 17.28778 16.23288 7.97832
H 15.17057 12.85761 6.57314
H 14.22190 12.46781 8.02669
H 15.96905 12.18420 8.00742
*
```


This record from the OMol25 dataset describes a molecular structure, C61H48OP4S2Sr in a non-equilibrium geometry. The level of theory is ωB97M-V/def2-TZVPD.

Calculated values
E_LUMO, eV: 0.1
Orbital gap, eV: 7.53
Strongest force on any atom, eV/Å: 13.84
Electronic energy, hartree: -4620.91517

Geometry as ORCA input:
```
! RIJCOSX wB97M-V def2-TZVPD def2/J DEFGRID3
* xyz 0 1
Sr 0.27121 -0.87898 -0.70427
S -1.29612 1.37537 -0.61374
P -0.78376 0.78910 -2.46200
C 0.87915 0.36640 -2.45012
P 0.84996 -1.20799 -3.10311
S 2.26996 -2.24565 -2.07849
C 1.30050 -1.44591 -4.88314
C 1.90905 -2.62450 -5.32899
C 2.45692 -2.69059 -6.60181
C 2.42101 -1.58367 -7.43829
C 1.84140 -0.40234 -7.00073
C 1.29227 -0.33055 -5.72266
C -0.60220 -2.23838 -2.56847
C -1.52463 -1.67734 -1.69214
C -2.64854 -2.35369 -1.24621
C -2.90921 -3.60312 -1.79836
C -2.03407 -4.16135 -2.72931
C -0.87665 -3.49638 -3.11212
C -2.34060 0.20109 -3.47396
C -3.59055 0.46164 -2.89094
C -4.77650 0.20006 -3.57069
C -4.74911 -0.34517 -4.84336
C -3.52702 -0.63355 -5.42963
C -2.33491 -0.34982 -4.76265
C -0.83017 2.38853 -3.57583
C -1.99246 3.04319 -4.02756
C -1.92830 4.11205 -4.91531
C -0.70224 4.57848 -5.36823
C 0.45740 3.99525 -4.89147
C 0.38814 2.91795 -4.00580
H 1.97362 -3.47422 -4.66295
H 2.93403 -3.60370 -6.93633
H 2.85629 -1.64332 -8.42858
H 1.82711 0.47106 -7.63927
H 0.84517 0.58785 -5.37571
H -1.33255 -0.62261 -1.38573
H -3.33635 -1.86318 -0.56797
H -3.81092 -4.13326 -1.51771
H -2.26776 -5.12153 -3.17337
H -0.21202 -3.92277 -3.85094
H -3.61309 0.84268 -1.88002
H -5.72484 0.42792 -3.09787
H -5.67358 -0.54156 -5.37456
H -3.48414 -1.08016 -6.41471
H -1.40308 -0.58740 -5.25216
H -2.95886 2.72173 -3.68421
H -2.84447 4.57185 -5.26571
H -0.65738 5.39016 -6.08610
H 1.42362 4.36709 -5.21371
H 1.29117 2.44286 -3.65276
O 1.19281 -0.05007 3.69844
C 1.73680 1.14118 4.16804
C 1.88836 1.41344 5.51950
C 2.39984 2.63966 5.91124
C 2.75128 3.58982 4.96291
C 2.57199 3.31114 3.61774
C 2.05543 2.09069 3.19323
P 1.82063 1.59859 1.42599
C 3.57298 1.33857 0.92577
C 3.96981 0.02550 0.67922
C 5.29032 -0.27606 0.37946
C 6.22604 0.73860 0.31444
C 5.84075 2.05808 0.54164
C 4.52468 2.35457 0.85260
C 1.42724 3.21729 0.64643
C 1.85246 3.50622 -0.65002
C 1.50602 4.70862 -1.24805
C 0.69837 5.61943 -0.58286
C 0.24517 5.32846 0.69533
C 0.60794 4.13679 1.30445
C 1.37776 -1.27688 4.30049
C 2.52776 -1.61783 4.99198
C 2.64448 -2.89420 5.53067
C 1.63138 -3.82039 5.37515
C 0.49507 -3.48081 4.64911
C 0.34538 -2.21195 4.10075
P -1.07568 -1.68745 3.05690
C -2.07887 -3.22492 3.05922
C -1.68095 -4.22995 2.16819
C -2.34460 -5.44414 2.12773
C -3.43780 -5.65916 2.95438
C -3.85993 -4.66014 3.82128
C -3.17598 -3.45045 3.88303
C -1.97413 -0.60851 4.22734
C -3.01962 0.16388 3.71332
C -3.75824 0.99407 4.54409
C -3.44059 1.08049 5.89325
C -2.39151 0.33170 6.40888
C -1.66373 -0.51336 5.58162
H 1.59851 0.68231 6.26110
H 2.52068 2.85092 6.96631
H 3.15447 4.54674 5.27108
H 2.82209 4.06643 2.88372
H 3.21703 -0.75217 0.68862
H 5.58216 -1.30381 0.19930
H 7.25747 0.50885 0.07367
H 6.57392 2.85457 0.47872
H 4.23327 3.38535 1.01925
H 2.46065 2.78391 -1.18415
H 1.85936 4.94097 -2.24358
H 0.41133 6.54384 -1.06766
H -0.38822 6.03334 1.22090
H 0.23672 3.91202 2.29724
H 3.34210 -0.91433 5.08709
H 3.54298 -3.15600 6.07648
H 1.72674 -4.80998 5.80629
H -0.28771 -4.21571 4.50169
H -0.86854 -4.02020 1.49051
H -2.01707 -6.22105 1.44713
H -3.96603 -6.60441 2.91833
H -4.72137 -4.82591 4.45660
H -3.50312 -2.67750 4.57006
H -3.23305 0.10607 2.65160
H -4.57301 1.58156 4.14042
H -4.00801 1.73572 6.54387
H -2.14189 0.40514 7.46085
H -0.85248 -1.10680 5.99144
*
```